(1)
This record from the Open Molecules 2025 dataset describes a molecular structure, C30H61FN6S. The level of theory is ωB97M-V/def2-TZVPD.

Geometry as XYZ:
```
99
C30H61FN6S ωB97M-V/def2-TZVPD
C -8.758 -0.506 0.722
C -7.291 0.098 0.797
C -6.171 -0.927 1.177
C -4.837 -0.680 0.602
C -3.605 -1.525 0.877
C -2.261 -1.119 0.167
C -2.186 -2.035 -1.155
F -1.871 -3.373 -0.781
C -3.743 -2.686 1.768
C -2.505 -3.598 2.108
N -2.477 -4.126 3.478
C -2.440 -3.058 4.499
C -5.118 -2.956 2.331
N -5.470 -4.010 3.157
S -7.094 -3.915 3.543
N -7.538 -2.499 2.720
C -6.378 -2.112 2.096
H -8.805 -1.606 0.520
H -9.292 0.027 -0.126
H -9.323 -0.204 1.656
H -7.279 0.912 1.591
H -7.057 0.626 -0.178
H -4.710 0.199 -0.093
H -2.218 -0.034 -0.121
H -1.369 -1.386 0.799
H -3.238 -2.019 -1.575
H -1.419 -1.680 -1.893
H -2.424 -4.424 1.342
H -1.570 -2.971 1.965
H -3.221 -4.803 3.651
H -2.040 -3.507 5.456
H -3.431 -2.553 4.684
H -1.701 -2.254 4.190
C 5.395 -4.658 -1.720
C 4.145 -4.581 -0.853
N 3.160 -3.631 -1.346
C 2.120 -3.315 -0.374
C 1.192 -4.445 0.064
C 2.699 -3.831 -2.712
C 2.083 -5.186 -3.067
H 5.832 -3.668 -1.870
H 6.146 -5.285 -1.234
H 5.187 -5.099 -2.698
H 4.467 -4.266 0.145
H 3.723 -5.589 -0.742
H 1.512 -2.486 -0.752
H 2.608 -2.915 0.523
H 0.480 -4.703 -0.718
H 0.608 -4.123 0.932
H 1.738 -5.344 0.355
H 3.545 -3.661 -3.386
H 1.987 -3.041 -2.974
H 2.683 -6.024 -2.708
H 2.011 -5.281 -4.154
H 1.072 -5.288 -2.673
C -1.714 3.249 1.707
C -1.032 3.392 0.353
N -1.711 4.316 -0.544
C -1.262 4.220 -1.930
C 0.191 4.589 -2.229
C -1.911 5.670 -0.045
C -0.675 6.457 0.396
H -2.770 2.992 1.593
H -1.237 2.452 2.282
H -1.642 4.165 2.299
H -1.027 2.397 -0.105
H 0.019 3.670 0.508
H -1.917 4.823 -2.566
H -1.424 3.188 -2.264
H 0.353 5.665 -2.179
H 0.445 4.277 -3.246
H 0.892 4.095 -1.553
H -2.598 5.621 0.806
H -2.453 6.256 -0.794
H -0.015 5.873 1.041
H -0.987 7.338 0.964
H -0.098 6.818 -0.456
C 5.421 5.014 0.242
C 4.864 3.617 0.483
N 4.165 3.068 -0.669
C 3.366 1.888 -0.356
C 4.107 0.640 0.118
C 4.922 2.996 -1.911
C 6.238 2.216 -1.901
H 4.642 5.692 -0.116
H 5.817 5.422 1.175
H 6.237 5.008 -0.484
H 4.159 3.693 1.317
H 5.678 2.960 0.821
H 2.751 1.625 -1.223
H 2.644 2.165 0.422
H 4.634 0.151 -0.700
H 3.383 -0.082 0.508
H 4.819 0.851 0.918
H 5.141 4.019 -2.236
H 4.281 2.596 -2.703
H 6.870 2.473 -1.049
H 6.806 2.448 -2.806
H 6.072 1.139 -1.899
```

Values from the calculation:
- Kohn-Sham gap (eV) = 7.3

(2)
This record from the Open Molecules 2025 dataset describes 13 unconnected molecules or ions with the total composition C30H61N5O8S2. The level of theory is ωB97M-V/def2-TZVPD.

Geometry as XYZ:
```
106
C30H61N5O8S2 ωB97M-V/def2-TZVPD
C 6.472 22.594 -0.530
O 5.265 23.091 0.097
H 6.227 21.585 -0.863
H 6.728 23.280 -1.338
H 7.364 22.577 0.096
H 5.208 24.025 -0.118
C 3.353 25.998 3.004
O 4.096 26.765 3.948
H 2.418 26.453 2.679
H 3.739 25.979 1.985
H 3.227 25.019 3.466
H 4.021 27.720 3.887
C 8.870 28.931 2.645
O 10.218 29.237 3.128
H 8.758 28.212 1.834
H 8.472 28.436 3.531
H 8.274 29.807 2.393
H 10.077 29.350 4.070
C 10.640 25.865 -0.779
O 10.292 25.718 -2.127
H 11.395 25.103 -0.584
H 10.938 26.908 -0.671
H 9.884 25.683 -0.015
H 9.780 26.521 -2.243
C 2.297 29.163 1.050
O 1.160 28.752 0.305
H 3.147 29.380 0.402
H 1.994 30.035 1.630
H 2.450 28.527 1.922
H 1.228 27.799 0.213
C 2.174 26.114 -1.444
O 2.457 26.054 -0.076
H 2.892 26.707 -2.010
H 2.009 25.069 -1.708
H 1.204 26.610 -1.423
H 3.407 25.948 0.007
N 2.389 31.185 -1.795
C 2.870 30.318 -2.723
C 4.229 30.476 -2.737
C 4.474 31.595 -2.004
C 3.347 31.933 -1.298
H 1.409 31.259 -1.561
H 2.191 29.617 -3.184
H 4.976 29.972 -3.332
H 5.426 32.089 -1.878
H 3.106 32.766 -0.654
N 5.369 32.829 1.342
C 4.967 33.350 2.511
C 5.393 32.403 3.522
C 6.089 31.336 2.912
C 5.927 31.583 1.562
H 5.179 33.197 0.421
H 4.554 34.340 2.641
H 5.259 32.474 4.592
H 6.419 30.413 3.367
H 6.118 30.958 0.702
N 7.614 24.856 -5.481
C 7.597 23.666 -6.096
C 8.459 22.748 -5.443
C 8.913 23.440 -4.294
C 8.329 24.685 -4.312
H 7.023 25.641 -5.715
H 6.943 23.545 -6.946
H 8.568 21.735 -5.803
H 9.666 23.141 -3.580
H 8.499 25.529 -3.660
N 5.322 26.787 -6.947
C 5.475 27.296 -5.643
C 6.745 27.845 -5.533
C 7.263 27.797 -6.848
C 6.483 27.139 -7.627
H 4.437 26.428 -7.275
H 4.654 27.224 -4.945
H 7.283 28.345 -4.741
H 8.157 28.299 -7.187
H 6.517 26.798 -8.651
N 7.784 25.917 4.953
C 7.494 25.506 3.680
C 8.768 25.449 2.969
C 9.758 25.808 3.843
C 9.095 26.140 5.076
H 7.094 25.913 5.690
H 6.457 25.271 3.494
H 8.731 25.078 1.955
H 10.823 25.874 3.676
H 9.547 26.466 6.002
C 6.553 27.291 -2.113
S 6.228 26.273 -0.501
O 4.862 25.694 -0.808
C 5.937 27.546 0.787
H 5.645 27.863 -2.307
H 6.822 26.682 -2.976
H 7.253 28.038 -1.738
H 5.169 28.255 0.478
H 6.886 28.043 0.989
H 5.541 27.040 1.668
C 11.910 28.691 -3.807
S 10.110 28.550 -4.160
O 9.397 28.159 -2.870
C 9.890 30.376 -4.334
H 12.470 28.789 -4.737
H 12.236 27.772 -3.321
H 12.149 29.561 -3.196
H 10.691 31.056 -4.046
H 9.157 30.707 -3.599
H 9.649 30.688 -5.350
```

Values from the calculation:
- relative energy (zero: lowest compared OMol25 entry of this formula, charge and spin) (eV) = 0.000
- Kohn-Sham gap (eV) = 7.7

(3)
This record from the Open Molecules 2025 dataset describes 5 unconnected molecules or ions with the total composition C30H62ClN4O12. The level of theory is ωB97M-V/def2-TZVPD.

Geometry as XYZ:
```
109
C30H62ClN4O12 ωB97M-V/def2-TZVPD
C -7.109 0.547 -0.255
C -7.160 -0.968 0.086
C -6.253 -1.827 -0.862
O -5.209 -2.506 -0.137
C -4.325 -1.568 0.380
N -2.920 -2.005 0.316
C -2.321 -3.079 -0.362
C -3.011 -4.088 -1.274
C -3.432 -3.349 -2.591
C -2.246 -2.740 -3.380
C -0.974 -3.105 -0.134
N 0.009 -3.982 -0.613
C 0.602 -4.605 0.284
O 1.289 -4.936 1.153
N -0.755 -1.987 0.707
O 0.495 -1.667 1.111
N 0.770 -2.172 2.499
O 0.533 -1.333 3.236
C -1.910 -1.375 0.944
C -2.060 -0.098 1.783
C -1.209 1.026 1.063
C -2.077 2.137 0.425
Cl -2.003 3.683 1.338
H -7.238 0.663 -1.348
H -7.946 1.101 0.197
H -6.127 0.962 0.026
H -8.208 -1.303 -0.017
H -6.906 -1.146 1.146
H -6.876 -2.559 -1.396
H -5.840 -1.151 -1.638
H -4.389 -0.588 -0.134
H -4.600 -1.367 1.435
H -2.314 -4.912 -1.486
H -3.927 -4.432 -0.772
H -4.135 -2.539 -2.339
H -3.982 -4.061 -3.227
H -1.399 -2.412 -2.755
H -2.598 -1.843 -3.923
H -1.834 -3.419 -4.146
H -1.726 -0.274 2.814
H -3.131 0.146 1.789
H -0.602 0.591 0.249
H -0.492 1.399 1.808
H -1.682 2.363 -0.581
H -3.118 1.812 0.260
C -1.192 6.960 5.061
O -1.462 7.357 3.727
C -2.413 6.520 3.086
C -3.781 7.172 3.034
O -4.345 7.298 4.331
C -4.246 8.616 4.848
H -0.621 7.755 5.538
H -2.112 6.801 5.629
H -0.593 6.044 5.067
H -2.468 5.544 3.578
H -2.061 6.363 2.061
H -4.453 6.531 2.454
H -3.728 8.144 2.535
H -4.951 9.276 4.333
H -3.233 9.014 4.752
H -4.509 8.582 5.905
C -0.986 5.012 -2.658
O -1.695 3.882 -3.150
C -2.897 4.241 -3.823
C -2.731 4.178 -5.329
O -1.837 5.177 -5.793
C -0.548 4.668 -6.093
H 0.002 4.678 -2.342
H -0.865 5.781 -3.423
H -1.509 5.432 -1.793
H -3.235 5.234 -3.513
H -3.661 3.515 -3.523
H -3.701 4.374 -5.796
H -2.400 3.182 -5.642
H -0.581 4.082 -7.018
H -0.156 4.052 -5.281
H 0.121 5.515 -6.242
C 3.488 -6.589 2.172
O 4.223 -6.657 3.381
C 5.462 -7.342 3.232
C 6.622 -6.371 3.151
O 6.571 -5.602 1.955
C 6.085 -4.290 2.170
H 2.670 -5.892 2.314
H 4.107 -6.238 1.341
H 3.073 -7.575 1.931
H 5.442 -7.996 2.355
H 5.590 -7.971 4.118
H 7.556 -6.942 3.126
H 6.648 -5.722 4.031
H 6.845 -3.690 2.682
H 5.160 -4.290 2.753
H 5.883 -3.840 1.197
C 6.317 -1.343 -0.890
O 6.720 -1.351 -2.245
C 7.965 -0.692 -2.449
C 9.096 -1.688 -2.611
O 9.339 -2.395 -1.402
C 8.798 -3.706 -1.412
H 5.477 -2.030 -0.784
H 7.122 -1.671 -0.227
H 5.988 -0.338 -0.600
H 8.177 0.003 -1.632
H 7.873 -0.110 -3.371
H 10.012 -1.142 -2.853
H 8.889 -2.380 -3.433
H 9.392 -4.354 -2.065
H 7.755 -3.712 -1.740
H 8.846 -4.098 -0.396
```

Values from the calculation:
- Kohn-Sham gap (eV) = 5.8
- net charge = +1

(4)
This record from the Open Molecules 2025 dataset describes a molecular structure, C30H62CuO16. The level of theory is ωB97M-V/def2-TZVPD.

Geometry as XYZ:
```
109
C30H62CuO16 ωB97M-V/def2-TZVPD
Cu 0.539 1.599 -0.049
C -0.432 -1.923 2.030
C -0.152 -3.293 1.681
C 0.762 -3.605 0.423
O 1.062 -4.756 0.111
C 1.079 -2.433 -0.325
C 0.794 -1.124 0.017
C -0.132 -0.830 1.218
O -0.608 0.370 1.354
O 1.026 -0.101 -0.752
O -0.620 -4.295 2.195
H -1.195 -1.756 2.761
H 1.552 -2.538 -1.334
C -0.605 -5.380 -6.597
O -0.078 -4.398 -5.789
C 1.318 -4.811 -5.562
C 2.012 -4.034 -4.523
O 2.273 -2.712 -5.032
C 2.301 -1.798 -3.945
H -1.590 -4.960 -6.936
H -0.716 -6.252 -6.054
H 0.117 -5.596 -7.399
H 1.840 -4.579 -6.540
H 1.357 -5.881 -5.426
H 2.962 -4.418 -4.326
H 1.465 -4.052 -3.595
H 1.431 -1.977 -3.270
H 2.282 -0.794 -4.355
H 3.168 -1.841 -3.224
C 4.228 -1.586 6.599
O 2.996 -0.995 6.939
C 3.049 0.414 6.894
C 1.681 0.966 6.699
O 1.081 0.921 5.423
C 0.571 -0.319 5.087
H 5.047 -1.440 7.341
H 4.607 -1.247 5.604
H 4.084 -2.664 6.586
H 3.789 0.666 6.085
H 3.426 0.916 7.843
H 1.723 2.043 6.932
H 1.018 0.510 7.446
H 1.305 -1.135 4.961
H 0.108 -0.214 4.104
H -0.181 -0.583 5.861
C -1.710 2.666 3.671
O -1.486 3.998 3.208
C -2.608 4.450 2.588
C -2.867 3.724 1.298
O -3.645 4.617 0.538
C -4.142 4.036 -0.670
H -2.665 2.431 4.233
H -0.821 2.481 4.283
H -1.653 1.991 2.827
H -2.398 5.499 2.372
H -3.443 4.497 3.394
H -3.379 2.848 1.442
H -1.911 3.615 0.821
H -5.220 3.843 -0.571
H -3.641 3.107 -0.903
H -4.007 4.810 -1.451
C -0.060 4.702 -0.356
O 0.634 3.563 0.255
C 1.632 3.961 1.178
C 1.871 2.844 2.130
O 2.657 1.884 1.387
C 2.835 0.640 2.019
H -0.562 5.400 0.395
H -0.731 4.274 -1.106
H 0.670 5.386 -0.756
H 1.209 4.752 1.767
H 2.532 4.252 0.614
H 0.834 2.489 2.436
H 2.386 3.188 3.014
H 3.849 0.555 2.431
H 2.651 -0.143 1.258
H 2.107 0.553 2.867
C -1.841 0.948 -1.801
O -1.624 2.272 -2.273
C -0.942 2.269 -3.529
C 0.591 2.116 -3.494
O 1.094 3.375 -3.061
C 2.432 3.370 -2.588
H -2.142 1.005 -0.787
H -0.934 0.359 -1.805
H -2.508 0.450 -2.515
H -1.229 3.126 -4.121
H -1.278 1.443 -4.123
H 0.903 1.900 -4.526
H 0.898 1.300 -2.842
H 2.759 4.334 -2.235
H 3.087 3.018 -3.395
H 2.502 2.699 -1.722
C -2.097 -1.863 -4.302
O -2.048 -2.993 -3.403
C -1.953 -2.498 -2.089
C -2.355 -3.634 -1.110
O -3.699 -3.742 -0.961
C -4.100 -4.391 0.255
H -1.073 -1.478 -4.328
H -2.706 -1.010 -3.902
H -2.448 -2.211 -5.266
H -2.644 -1.675 -1.947
H -0.942 -2.157 -1.931
H -1.880 -3.257 -0.196
H -1.872 -4.567 -1.428
H -4.418 -3.639 0.965
H -3.211 -4.883 0.640
H -4.986 -4.982 0.046
```

Values from the calculation:
- Kohn-Sham gap (eV) = 6.9
- net charge = -1

The F_max results, record by record, are as follows: 3.45; 6.17; 2.84; 3.29 eV/A.